Record 1
{"formula": "C25H13BrF4NO4PPt", "method": "wB97M-V/def2-TZVPD", "elements": ["Pt", "O", "C", "O", "C", "C", "C", "N", "C", "C", "C", "O", "O", "H", "H", "H", "F", "C", "C", "F", "C", "F", "C", "P", "C", "C", "C", "C", "C", "C", "C", "C", "C", "C", "C", "C", "C", "Br", "C", "F", "H", "H", "H", "H", "H", "H", "H", "H", "H", "H"], "coordinates": [[-0.568, 0.959, 0.585], [1.850, 5.499, -4.117], [1.014, 4.614, -4.357], [0.410, 4.279, -5.384], [0.699, 3.715, -3.128], [1.314, 3.954, -1.905], [1.011, 3.156, -0.823], [0.140, 2.147, -0.926], [-0.468, 1.905, -2.103], [-0.209, 2.661, -3.220], [-1.455, 0.776, -2.087], [-2.033, 0.376, -3.056], [-1.653, 0.210, -0.884], [2.016, 4.775, -1.845], [1.466, 3.299, 0.151], [-0.699, 2.468, -4.165], [1.988, -3.045, 5.951], [1.193, -2.413, 5.105], [-0.173, -2.409, 5.306], [-0.697, -3.036, 6.348], [-0.982, -1.735, 4.407], [-2.294, -1.738, 4.643], [-0.477, -1.064, 3.303], [-1.642, -0.234, 2.163], [-2.827, -1.480, 1.646], [-2.500, -2.272, 0.548], [-3.372, -3.266, 0.135], [-4.565, -3.468, 0.812], [-4.890, -2.682, 1.910], [-4.021, -1.691, 2.334], [-2.470, 1.017, 3.177], [-1.834, 1.570, 4.286], [-2.411, 2.638, 4.957], [-3.621, 3.159, 4.522], [-4.252, 2.618, 3.410], [-3.679, 1.555, 2.733], [0.907, -1.073, 3.130], [1.795, -0.171, 1.715], [1.729, -1.740, 4.017], [3.048, -1.752, 3.858], [-1.584, -2.094, -0.005], [-3.123, -3.869, -0.728], [-5.248, -4.239, 0.482], [-5.820, -2.843, 2.438], [-4.272, -1.087, 3.195], [-0.892, 1.167, 4.637], [-1.916, 3.060, 5.821], [-4.070, 3.991, 5.047], [-5.191, 3.030, 3.064], [-4.167, 1.149, 1.855]], "lowdin_charge": [0.866, -0.028, -0.691, -0.016, -0.059, 0.023, -0.105, -0.115, -0.184, 0.088, -0.537, 0.141, -0.232, 0.123, 0.109, 0.139, 0.162, -0.125, -0.126, 0.155, -0.206, 0.121, -0.288, 0.918, -0.346, -0.083, -0.055, -0.060, -0.061, -0.090, -0.360, -0.082, -0.065, -0.064, -0.059, -0.088, -0.548, 0.902, -0.261, 0.096, 0.102, 0.114, 0.110, 0.110, 0.104, 0.107, 0.110, 0.110, 0.113, 0.117], "energy_ev": -129262.646, "relative_energy_kcal_mol": 23.23}

***

Record 2
{"formula": "C3H10NS", "method": "wB97M-V/def2-TZVPD", "elements": ["C", "N", "H", "H", "H", "H", "C", "C", "S", "H", "H", "H", "H", "H", "H"], "coordinates": [[-1.164, -0.388, 1.280], [-0.710, 0.700, 2.137], [-0.762, -1.325, 1.754], [-2.188, -0.213, 1.062], [-1.067, 0.723, 3.095], [-0.803, 1.641, 1.777], [1.605, 0.836, -1.865], [1.338, 0.073, -0.461], [-0.536, -0.754, -0.543], [2.701, 0.748, -1.932], [1.449, 1.911, -1.468], [1.209, 0.275, -2.745], [2.016, -0.824, -0.406], [1.266, 0.780, 0.333], [-0.950, 0.325, -1.461]], "lowdin_charge": [-0.390, -0.030, 0.111, 0.061, 0.105, 0.080, -0.128, -0.287, 1.012, 0.075, 0.113, 0.088, 0.095, 0.043, 0.054], "energy_ev": -15589.081, "relative_energy_kcal_mol": 69.67, "charge": 1}